# 1
Computed, not measured: a cluster of 7 separate species, C14H42O14 in total, with the ωB97M-V functional and the def2-TZVPD basis.

Geometry as XYZ:
```
70
Properties=species:S:1:pos:R:3:forces:R:3:nbo_charge:R:1
C -2.243330 -8.486327 19.780210 0.089 -0.450 -0.524 -0.083
C -1.628441 -9.549319 18.878125 -0.432 0.118 0.281 -0.080
O -2.519005 -10.667417 18.747241 0.614 0.450 0.006 -0.720
O -1.442554 -7.311610 19.676183 -0.268 0.087 0.122 -0.733
H -2.402974 -8.849032 20.795619 0.220 0.130 0.113 0.171
H -3.226647 -8.337564 19.334035 -0.179 0.593 0.232 0.162
H -0.655934 -9.853444 19.265234 -0.048 -0.301 -0.128 0.170
H -1.505812 -9.039778 17.922391 0.336 -0.194 -0.172 0.165
H -3.022129 -10.489522 17.949235 -0.225 -0.257 -0.021 0.473
H -0.992373 -7.119185 20.501963 -0.127 -0.160 0.052 0.476
C -7.145046 -7.741444 15.857471 0.824 0.457 -0.152 -0.097
C -5.986983 -8.324132 15.029923 0.211 -1.007 -0.721 -0.093
O -5.593407 -9.702669 15.279684 -0.020 0.711 0.631 -0.742
O -8.416489 -7.937468 15.261860 0.067 -0.551 -0.012 -0.720
H -7.014943 -6.664280 15.961799 0.476 0.172 -0.185 0.167
H -7.057044 -8.109484 16.879663 -0.307 -0.478 0.081 0.173
H -5.046321 -7.786520 15.149116 -0.191 0.222 0.616 0.187
H -6.154687 -8.241722 13.956063 -0.595 0.206 -0.069 0.177
H -6.188246 -10.362538 14.915891 -0.369 0.386 -0.149 0.475
H -8.954399 -7.168142 15.462824 -0.057 -0.109 -0.008 0.474
C -2.736605 -0.334814 20.085593 0.184 1.481 0.416 -0.087
C -1.799502 0.451068 21.009941 0.646 -0.661 1.480 -0.085
O -1.424447 -0.399839 22.150484 -0.188 -0.299 -1.146 -0.758
O -3.956627 -0.509785 20.734451 -1.016 -0.466 0.342 -0.714
H -2.388166 -1.282315 19.674586 0.581 0.131 0.118 0.178
H -2.966236 0.362423 19.279848 0.166 -0.189 -0.380 0.182
H -2.294575 1.311249 21.460606 -0.557 0.027 -0.476 0.175
H -0.918159 0.859038 20.515049 0.233 -0.389 -0.241 0.165
H -1.136760 0.091451 22.923447 -0.081 0.368 -0.280 0.474
H -3.846317 -1.183731 21.409154 0.033 -0.011 0.164 0.471
C 1.053958 -4.715987 15.397334 2.055 -0.567 -2.321 -0.089
C 2.392424 -4.634411 16.230406 -3.054 0.533 -0.180 -0.096
O 2.016669 -3.805950 17.339132 1.218 0.394 0.213 -0.726
O 0.848092 -3.650603 14.378233 0.137 -1.191 1.749 -0.725
H 0.195516 -4.973844 16.017584 -0.129 0.715 0.140 0.168
H 1.206283 -5.575796 14.744943 -0.268 -0.262 -0.103 0.170
H 3.184974 -4.216724 15.609516 0.006 0.221 0.397 0.194
H 2.657538 -5.617829 16.618616 0.166 -0.163 -0.356 0.171
H 1.440792 -4.364706 17.866150 -0.078 0.175 0.185 0.463
H 1.142220 -2.810553 14.737950 -0.066 0.145 0.280 0.469
C -4.360190 -3.067939 11.660102 -0.392 -0.307 0.899 -0.085
C -4.979934 -2.650783 13.037825 1.641 0.286 -0.783 -0.086
O -4.709647 -1.271406 13.413115 -0.420 -1.136 -0.638 -0.717
O -5.088068 -2.590850 10.560831 -0.633 0.939 -0.163 -0.739
H -4.327267 -4.156469 11.614121 -0.074 -0.230 0.286 0.162
H -3.321734 -2.736719 11.662056 0.120 0.292 -0.101 0.168
H -4.357923 -3.235538 13.715522 -0.392 -0.076 0.398 0.180
H -6.033717 -2.913159 13.131687 -0.027 0.084 -0.093 0.171
H -4.937017 -0.751879 12.638525 -0.090 0.293 -0.047 0.467
H -4.968649 -3.100411 9.756046 0.277 -0.143 0.250 0.480
C 7.832482 -2.494799 20.190911 -0.725 1.908 -0.661 -0.101
C 8.712582 -2.606310 21.390314 2.336 -3.019 0.411 -0.101
O 10.024799 -1.952835 21.317786 -1.631 0.482 -0.275 -0.720
O 7.069776 -3.683900 19.871925 0.733 0.968 0.737 -0.713
H 8.361275 -2.130257 19.310235 0.581 -0.549 -0.016 0.186
H 7.220293 -1.618861 20.405487 -0.932 -0.187 -0.193 0.164
H 8.991350 -3.659897 21.371789 -0.072 -0.529 0.023 0.170
H 8.222303 -2.572139 22.363225 -0.196 1.056 -0.050 0.170
H 10.400527 -1.978355 22.200845 -0.044 0.000 0.039 0.470
H 6.155272 -3.399609 19.805174 -0.063 -0.123 -0.027 0.476
C 3.926709 2.220769 16.563368 0.704 2.072 0.359 -0.089
C 2.934439 1.180599 16.050092 0.959 -0.023 -0.537 -0.088
O 2.552590 1.421853 14.681743 0.166 0.119 0.715 -0.713
O 4.280344 2.118060 17.947293 -0.565 -0.777 0.351 -0.734
H 3.550533 3.230982 16.401966 -0.723 0.073 -0.118 0.152
H 4.901780 2.333717 16.089461 -0.148 -1.040 -0.932 0.177
H 2.054203 1.157906 16.692559 0.140 -0.220 0.158 0.173
H 3.471937 0.232737 16.022435 -0.427 -0.249 0.289 0.183
H 1.753563 1.953448 14.705065 -0.010 0.101 -0.150 0.466
H 4.194315 2.973705 18.374004 -0.101 -0.077 -0.125 0.473
```
Positions in Å, forces in eV/Å.

Properties
Orbital gap: 10.216 eV
F_max: 3.8 eV Å⁻¹
Relative energy (zero: lowest compared OMol25 entry of this formula, charge and spin): 354.8 kJ/mol
E: -43857.4178 eV
LUMO level: 0.18 eV

# 2
Computed, not measured: a cluster of 28 separate species, H56O28 in total, with the ωB97M-V functional and the def2-TZVPD basis.

Geometry as XYZ:
```
84
Properties=species:S:1:pos:R:3:forces:R:3:lowdin_charge:R:1
O 3.718748 -1.806401 1.689321 0.816 0.288 -0.340 -0.066
H 3.493303 -1.523580 2.575860 -0.429 -0.186 0.248 0.029
H 2.954153 -2.256294 1.280771 -0.239 -0.053 0.147 -0.003
O 1.133825 -2.528642 5.437418 -0.282 0.983 0.719 -0.065
H 1.706891 -3.052142 4.889091 0.331 -0.421 -0.626 -0.013
H 1.459761 -1.616522 5.347335 -0.171 -0.522 -0.094 0.029
O -4.953051 0.423256 0.505291 0.057 -0.068 -0.369 -0.074
H -4.696142 1.221354 -0.001707 0.172 -0.328 0.588 0.035
H -4.697228 -0.283280 -0.110909 -0.150 -0.008 0.041 0.028
O 2.302097 1.109744 -4.308802 0.090 -0.230 -0.077 -0.059
H 1.450500 1.128680 -4.775352 -0.235 0.208 0.138 -0.017
H 2.762974 0.407703 -4.777319 0.302 -0.029 0.126 0.043
O -1.942619 1.633906 -3.263163 0.574 -1.115 -1.622 -0.018
H -2.610967 1.260224 -2.700725 -0.365 0.235 0.780 0.044
H -1.634358 2.507085 -3.071880 -0.001 0.840 0.628 0.010
O 0.139927 2.654663 2.603564 -0.453 -0.515 0.682 -0.044
H -0.376604 2.543367 3.424732 0.023 -0.060 -0.579 0.046
H 0.780507 3.335481 2.811028 0.431 0.309 -0.226 0.037
O 1.595719 -3.117749 0.663674 1.301 -0.794 -0.355 -0.038
H 1.276154 -3.004785 -0.239079 -0.152 0.255 -0.272 0.030
H 0.904878 -2.838179 1.242598 -1.296 0.550 0.816 -0.003
O 0.180754 3.829684 -3.480805 -0.286 -0.051 0.193 -0.034
H 0.935187 3.450581 -3.016971 -0.028 0.144 0.082 0.037
H 0.457128 3.864105 -4.393278 -0.004 -0.031 -0.538 0.054
O -3.303409 -3.122405 2.280544 -0.125 0.407 -0.250 -0.064
H -3.854191 -2.319010 2.432672 0.413 -0.219 0.131 0.006
H -3.862149 -3.842777 2.574895 0.050 -0.292 -0.039 0.046
O 1.594549 0.930532 -1.324879 -0.385 -0.057 0.324 -0.068
H 2.217486 0.640997 -1.998138 0.189 0.161 -0.239 0.017
H 2.060964 0.865692 -0.459577 0.357 0.054 -0.252 0.021
O -0.624268 0.486485 0.493142 -1.686 -0.395 0.518 -0.018
H -0.188602 1.003093 1.166942 0.593 0.459 0.118 0.006
H -0.071409 0.288830 -0.251798 0.852 0.169 -0.513 0.003
O 1.464433 -0.299625 3.187392 0.195 -0.010 0.104 -0.070
H 0.590628 -0.740583 3.089731 0.245 0.216 0.208 0.024
H 1.391931 0.578691 3.581284 -0.500 -0.180 -0.070 0.052
O 2.918065 3.758481 1.251964 -1.179 0.648 -0.466 -0.070
H 3.367997 2.951707 1.451728 0.404 -0.976 0.113 -0.015
H 2.177512 3.485496 0.660077 0.616 0.461 0.427 0.003
O 2.905509 0.819596 1.146051 -0.990 -0.607 0.349 -0.088
H 2.088203 0.599617 1.659825 0.502 0.586 -0.132 0.025
H 3.289490 -0.075436 1.253726 0.561 0.006 -0.411 0.012
O -0.326832 -2.228732 2.659115 0.008 -1.119 0.688 -0.066
H -0.339901 -3.020351 3.267960 0.230 1.200 -0.768 0.080
H -1.235662 -2.123197 2.367998 -0.361 -0.059 -0.056 0.032
O 3.674149 -1.711705 -2.021032 0.118 -0.303 -0.089 -0.051
H 4.231075 -2.368545 -1.595677 -0.241 -0.498 0.045 0.041
H 4.207887 -0.930123 -1.857333 -0.119 0.793 0.125 -0.021
O 4.864198 0.740154 -1.134422 0.877 -0.104 -0.776 -0.051
H 5.334313 0.509979 -0.320491 -0.147 0.113 -0.098 0.062
H 5.565823 0.851583 -1.814888 -0.615 0.057 0.754 0.079
O -1.782459 5.092125 -1.470691 -0.238 -0.603 -0.487 -0.044
H -1.244039 5.738680 -1.028614 0.279 0.474 0.511 0.038
H -1.229513 4.862241 -2.230728 0.068 -0.033 -0.145 0.003
O -2.177742 -2.775754 -0.733191 -0.329 -0.351 0.114 -0.043
H -1.242897 -2.548887 -0.761270 0.243 0.332 0.072 0.010
H -2.454044 -2.850521 0.190498 0.031 -0.070 -0.008 0.029
O -4.142312 -1.577216 -2.078218 0.431 0.123 0.154 -0.087
H -3.344076 -2.099839 -1.793266 -0.729 0.295 -0.130 0.001
H -4.620819 -2.052712 -2.761320 0.145 -0.148 0.113 0.026
O 0.746266 3.721666 -0.747413 0.346 -0.742 -0.273 -0.057
H 1.047295 2.896004 -1.189030 -0.152 0.180 0.613 0.021
H -0.195147 3.573204 -0.591823 0.021 0.115 0.112 0.031
O 1.421501 -4.388530 3.329206 0.266 -0.651 0.151 -0.054
H 1.916288 -4.404673 2.492384 -0.218 -0.048 0.154 0.046
H 1.495345 -5.279397 3.718477 0.008 0.557 -0.377 0.075
O -0.235516 1.243709 -5.385364 -1.299 -0.636 0.223 -0.087
H -0.682990 0.780516 -6.113303 0.376 0.366 0.071 0.070
H -0.946995 1.264996 -4.678050 0.697 0.260 -0.301 0.030
O -4.265660 -0.751214 3.053083 0.297 0.589 -0.883 -0.057
H -5.078425 -0.670205 3.545827 -0.384 0.104 0.257 0.072
H -4.393098 -0.180850 2.248741 -0.100 -0.269 0.254 0.056
O 0.349760 -1.980906 -1.557119 -0.421 -0.937 1.577 -0.020
H 0.948862 -1.268727 -1.676016 1.046 1.317 -0.018 0.014
H 0.158575 -2.278507 -2.426056 -0.496 -0.358 -1.618 0.023
O -2.933821 1.973041 -0.420710 0.028 -0.325 0.083 -0.062
H -2.498930 2.606208 -0.993032 0.130 0.350 0.190 0.008
H -2.228896 1.441078 0.009963 -0.083 0.206 -0.305 0.030
O -2.081710 0.737132 4.360470 0.116 -0.350 0.015 -0.065
H -2.675476 0.123823 3.882935 0.139 0.304 0.257 0.003
H -1.721983 0.218065 5.093997 -0.153 0.104 -0.250 0.041
O -0.631918 -1.637087 -4.225594 1.342 -0.489 0.710 -0.013
H -0.263457 -0.821696 -4.568031 -0.143 0.354 -0.155 0.013
H -1.491312 -1.776470 -4.574264 -1.131 0.074 -0.514 0.034
```
Positions in Å, forces in eV/Å.

Properties
Orbital gap: 10.494 eV
F_max: 2.1 eV Å⁻¹
Relative energy (zero: lowest compared OMol25 entry of this formula, charge and spin): 48.4 kJ/mol
E: -58244.0379 eV
LUMO level: 0.08 eV

# 3
Computed, not measured: an isolated molecule of C5H9NO2, with the ωB97M-V functional and the def2-TZVPD basis.

Geometry as XYZ:
```
17
Properties=species:S:1:pos:R:3:forces:R:3:nbo_charge:R:1
C 0.247131 0.068586 -0.655762 -1.794 -3.050 -1.379 -0.117
C -1.297662 -0.164023 -0.708543 -0.571 0.808 -0.494 0.772
C 1.129702 -1.120404 -0.170072 0.883 1.289 -0.778 -0.404
C 1.743420 -0.479095 1.143862 0.750 -1.145 1.127 -0.435
C 1.463009 1.053592 1.188446 1.947 -0.832 -0.590 -0.192
H 0.044885 2.054620 -0.021028 0.812 -1.819 0.044 0.392
H 0.531237 0.158247 -1.676723 -0.036 0.781 -1.243 0.180
H 0.501204 -2.074297 -0.181835 1.397 1.180 0.550 0.241
H 1.949283 -1.105259 -1.003916 -1.320 -0.820 1.725 0.214
H 1.514194 -1.026904 2.061940 -1.032 0.237 -0.089 0.218
H 2.817654 -0.536741 1.264348 0.508 -0.477 -0.915 0.213
H 2.479875 1.551869 0.772822 -2.027 -0.507 1.598 0.155
H 1.135136 1.409655 2.236297 0.548 -0.291 -1.794 0.206
H -2.767536 -0.724585 0.123503 -1.194 -0.074 0.136 0.493
N 0.498810 1.118127 0.155437 -1.571 5.567 1.466 -0.639
O -2.073570 0.240513 -1.558247 1.323 -0.141 -0.287 -0.621
O -1.852830 -0.701188 0.376866 1.377 -0.705 0.924 -0.678
```
Positions in Å, forces in eV/Å.

Properties
Orbital gap: 9.259 eV
F_max: 6.0 eV Å⁻¹
Relative energy (zero: lowest compared OMol25 entry of this formula, charge and spin): 183.2 kJ/mol
E: -10914.6772 eV
LUMO level: 0.77 eV

# 4
Computed, not measured: the ion C4H9N4 with charge +1, with the ωB97M-V functional and the def2-TZVPD basis.

Geometry as XYZ:
```
17
Properties=species:S:1:pos:R:3:forces:R:3:nbo_charge:R:1
C 0.557167 -1.096120 -0.086807 2.446 -2.587 -1.011 -0.155
C 0.779665 0.090808 0.576120 0.384 1.592 0.076 0.342
C -1.460892 0.697009 0.112921 -1.161 -1.643 0.817 0.298
C 2.025676 0.452129 1.334600 0.491 -1.800 -0.950 -0.672
N -0.398871 -1.149182 -0.983579 -1.501 0.490 -0.041 -0.051
N -0.221357 1.006240 0.562916 0.612 -2.984 -1.117 -0.553
N -2.082475 1.663857 -0.463061 -0.872 1.333 -0.454 -0.746
N -0.825396 -2.241840 -1.509054 1.064 1.049 0.737 -0.462
H 1.329456 -1.963699 -0.164742 -1.269 1.572 0.955 0.219
H 2.260462 1.480725 1.343187 0.210 1.359 -0.808 0.249
H 1.729126 0.358427 2.359092 0.388 -0.923 1.002 0.263
H 2.949296 -0.140883 0.990775 -1.605 0.772 0.919 0.261
H -0.027410 1.934892 0.737605 0.848 2.418 0.865 0.404
H -3.122068 1.651488 -0.552567 1.539 0.042 -0.175 0.436
H -1.543266 2.501259 -0.722740 -0.921 0.000 -0.105 0.374
H -0.440600 -3.149814 -1.336659 0.180 -0.529 0.354 0.388
H -1.508513 -2.095294 -2.198008 -0.832 -0.160 -1.063 0.406
```
Positions in Å, forces in eV/Å.

Properties
Orbital gap: 7.735 eV
F_max: 3.7 eV Å⁻¹
Relative energy (zero: lowest compared OMol25 entry of this formula, charge and spin): 314.6 kJ/mol
Total charge: +1
E: -10244.7382 eV
LUMO level: -4.72 eV